Entry 1:
Molecular formula: C3H8F2N2
Method: DFT, ωB97M-V with the def2-TZVPD basis set

Summary:
* 2S+1: 1
* SMILES: CC(F)(F)C(N)N
* E_LUMO: 1.05 eV
* E_HOMO: -9.08 eV
* orbital gap: 10.131 eV
* energy relative to the best compared isomer or geometry (same formula, charge and spin): 63.9 kJ/mol

```
15
Properties=species:S:1:pos:R:3:forces:R:3
C -1.21076 -1.39018 0.25128 -2.8 2.3 3.7
C -0.92008 0.03443 0.00966 1.6 0.1 0.0
F -1.69798 0.88060 0.70840 -0.9 0.3 0.8
F -1.10563 0.37485 -1.28140 -0.5 -0.1 -1.5
C 0.51565 0.41780 0.30837 2.9 -1.7 -0.2
N 1.45423 -0.55553 -0.47972 1.1 0.2 4.2
N 0.87125 1.73480 -0.02122 0.8 -1.1 -3.2
H -2.12280 -1.67863 -0.15031 -1.9 -0.4 -0.9
H -1.29601 -1.54719 1.35185 0.1 0.2 -0.6
H -0.50129 -1.98352 -0.06762 3.8 -2.8 -1.8
H 0.72678 0.31274 1.38475 -0.2 -0.5 -0.3
H 1.45749 -0.39192 -1.43885 -0.3 0.7 -1.9
H 2.49087 -0.45480 -0.14939 -2.8 0.1 -0.7
H 0.62837 2.40962 0.62781 -0.9 1.8 0.7
H 0.70991 1.83693 -1.05360 0.0 1.0 1.8
```
Positions in Å, forces in eV/Å.

Entry 2:
Molecular formula: C29H41F5P2Tl
Method: DFT, ωB97M-V with the def2-TZVPD basis set

Summary:
* 2S+1: 1
* net charge: +1
* E_LUMO (alpha / beta): -4.28 / -4.28 eV
* E_HOMO (alpha / beta): -9.64 / -9.64 eV
* orbital gap (alpha / beta): 5.359 / 5.357 eV

```
78
Properties=species:S:1:pos:R:3:forces:R:3
Tl -0.17125 0.34861 2.05431 0.4 -1.9 2.1
C -0.78801 -2.58643 2.94983 0.6 0.4 0.2
C 0.51070 -2.91527 2.51013 -0.3 0.2 0.4
C 0.72732 -1.26911 4.09005 1.4 0.6 -2.0
C -0.67201 -1.57086 3.93733 -1.0 0.3 -2.3
C 1.44419 -2.11361 3.19915 -0.7 0.4 0.3
C -2.07235 -3.12228 2.43744 -0.4 -0.4 0.1
H -1.98014 -3.49869 1.41272 0.0 0.0 0.1
H -2.86623 -2.36645 2.45087 0.1 -0.1 -0.1
H -2.41827 -3.95845 3.06108 -0.1 0.1 -0.2
C -1.79655 -0.85639 4.57523 -0.6 0.1 0.8
H -2.75579 -1.09754 4.10560 0.2 -0.1 0.1
H -1.67447 0.22701 4.52360 -0.1 -0.3 0.1
H -1.86963 -1.10125 5.64065 -0.1 0.0 0.0
C 1.31187 -0.20042 4.92678 0.3 0.2 0.8
H 1.45168 -0.53587 5.96143 0.1 0.1 0.0
H 0.67183 0.68187 4.97678 0.1 -0.2 0.1
H 2.29207 0.12001 4.55364 -0.2 -0.1 0.1
C 2.91200 -2.07946 2.99619 0.5 -0.2 0.1
H 3.41974 -2.72314 3.72761 0.1 0.1 -0.2
H 3.32040 -1.07070 3.12341 0.0 -0.1 0.0
H 3.19412 -2.43796 2.00036 0.0 0.0 0.1
C 0.83797 -3.89522 1.44424 0.1 -0.4 -0.1
H 1.07959 -4.86753 1.89077 0.0 0.0 -0.2
H 1.70698 -3.58151 0.85408 -0.1 -0.1 0.0
H -0.00763 -4.05118 0.76662 0.1 0.0 0.0
C -1.67999 0.86563 -4.95951 -0.4 -0.6 0.2
C -1.76104 -0.47467 -4.94899 -0.3 0.6 -0.3
C -0.94368 -1.43958 -5.75825 0.4 -0.1 -0.1
C 0.40726 -0.91354 -6.29928 -0.1 -0.5 -0.3
C 1.34371 -0.43616 -5.22443 0.3 0.3 0.4
C 1.41838 0.77486 -4.65211 0.3 -0.4 -0.5
C 0.60849 1.99126 -4.99764 -0.3 0.1 0.0
C -0.73095 1.73986 -5.72922 0.1 0.7 -0.1
H -1.53349 -1.80722 -6.61639 0.1 0.1 0.3
H 0.23768 -0.18174 -7.09848 0.2 -0.3 0.3
H -0.74036 -2.32613 -5.13584 -0.1 0.1 -0.1
H -0.54682 1.40153 -6.75634 -0.2 0.1 0.5
H -2.41140 1.44170 -4.37946 0.2 -0.4 0.0
H -2.57633 -0.94469 -4.38768 0.2 0.2 -0.1
H -1.22143 2.72323 -5.81225 0.2 -0.3 -0.1
H 0.39293 2.53744 -4.06499 0.1 0.0 -0.2
H 2.22574 0.96431 -3.93446 -0.2 -0.2 -0.1
H 1.20934 2.67970 -5.61763 -0.1 -0.2 0.3
H 0.90094 -1.77718 -6.77339 -0.2 0.3 0.0
H 2.06621 -1.20579 -4.92403 -0.2 0.4 0.1
P -1.18506 -0.28002 -0.30585 -0.7 0.4 0.1
C -2.77564 0.60403 -0.18544 -0.4 0.3 -0.6
C -1.40115 -1.73610 -1.36586 -0.1 -0.6 -0.1
P 1.58756 0.29026 0.01532 0.5 0.6 0.4
C 0.15245 0.74306 -1.08739 0.0 0.0 0.1
C 2.57140 -0.92655 -0.91697 0.3 -0.4 -0.1
C 2.67743 1.70018 0.42763 0.3 0.4 -0.5
H -2.73904 1.37338 0.61047 0.1 -0.4 -0.5
H -3.56816 -0.11882 0.08958 0.4 0.3 -0.1
H -3.04005 1.08032 -1.14201 -0.1 -0.1 0.3
H -1.53925 -1.46229 -2.43162 0.1 0.1 0.6
H -2.28865 -2.30641 -1.02964 0.5 0.3 -0.1
H -0.51611 -2.39328 -1.27224 -0.4 0.3 0.0
H 2.96085 2.24681 -0.48268 0.1 0.0 0.3
H 3.58790 1.31393 0.92290 -0.4 0.0 -0.3
H 2.18268 2.39696 1.12745 0.2 -0.4 -0.4
H -0.09231 1.80975 -1.01001 0.1 -0.3 0.2
H 0.30044 0.55564 -2.15297 0.1 -0.3 0.0
H 3.52413 -1.11806 -0.38550 -0.5 0.1 -0.2
H 2.80480 -0.57423 -1.94089 -0.2 -0.1 0.5
H 2.02031 -1.88316 -0.98428 0.2 0.5 0.0
F -0.96579 1.91614 5.43321 0.1 1.0 -1.3
C -0.81953 2.75889 4.35747 0.1 0.1 0.2
C -0.46342 2.36163 3.07337 0.0 -0.8 -0.5
C -0.29850 3.31257 2.09499 -0.4 1.5 -0.3
F -0.02016 2.97898 0.75849 -0.3 0.0 1.6
C -0.47246 4.68390 2.33205 0.0 -0.4 0.3
F -0.28015 5.56637 1.33937 -0.2 -0.3 0.8
C -0.86581 5.06900 3.63410 0.2 1.0 -1.1
F -1.07502 6.38141 3.89162 0.2 -1.3 -0.1
C -1.03740 4.10774 4.61914 -0.2 -0.1 1.0
F -1.39959 4.45693 5.86663 0.2 0.1 -0.9
```
Positions in Å, forces in eV/Å.

Entry 3:
Molecular formula: C5HCoO3
Method: DFT, ωB97M-V with the def2-TZVPD basis set

Summary:
* 2S+1: 5
* E_LUMO (alpha / beta): -0.34 / -1.27 eV
* E_HOMO (alpha / beta): -10.00 / -9.81 eV
* orbital gap (alpha / beta): 9.661 / 8.539 eV
* <S²>: 6.0197

```
10
Properties=species:S:1:pos:R:3:forces:R:3
O 0.19128 1.48639 0.11276 0.1 0.4 -0.1
O 3.38450 0.57322 -0.28741 -1.0 0.0 0.6
C -0.79633 0.74047 -0.01805 -0.6 -1.0 1.0
O -3.37542 0.27445 0.03885 -0.8 0.0 0.2
C -2.07603 0.19831 0.07778 1.1 0.1 -1.1
C -1.01948 -0.65731 -0.05829 0.2 0.3 0.0
C -0.01707 -1.62720 -0.09153 0.1 0.4 0.1
C 1.17003 -2.01877 -0.14425 -0.2 0.7 0.4
H -3.67379 1.18929 -0.06814 0.1 -0.1 0.1
Co 1.77301 0.19919 0.27828 1.2 -0.9 -1.3
```
Positions in Å, forces in eV/Å.

Entry 4:
Molecular formula: C12H16BrF9N2O4P
Method: DFT, ωB97M-V with the def2-TZVPD basis set

Summary:
* 2S+1: 1
* net charge: -1
* E_LUMO: 2.26 eV
* E_HOMO: -3.09 eV
* orbital gap: 5.354 eV

```
45
Properties=species:S:1:pos:R:3:forces:R:3
C 1.82625 -3.09290 -1.24289 0.4 -1.1 -0.1
C 1.75054 -3.28209 0.41122 1.1 -0.5 -0.5
C 2.41394 -1.98567 1.22502 0.8 -2.8 0.1
N 1.44803 -1.17077 2.00642 1.0 1.4 -2.9
C 1.09469 0.17292 1.45065 -0.1 1.2 2.3
O 2.17036 0.97501 0.77761 -2.6 -2.4 -0.4
C 2.08033 0.88688 -0.68049 1.1 -0.6 -2.0
C 3.49771 1.43460 -1.37818 -0.3 -0.2 0.4
O 1.02197 0.96561 2.73012 -3.0 -0.1 2.2
C -0.26427 0.73495 3.46413 -0.2 0.5 1.9
O -0.57028 0.92509 4.74962 2.3 -1.6 -9.6
O -1.10830 0.21518 2.33684 1.3 1.3 1.8
C -0.48216 0.49756 1.00193 1.0 -1.8 1.4
P -0.65602 2.39632 0.83912 -3.4 3.8 1.7
N -1.85264 3.01501 1.79463 1.8 -0.3 -2.3
C -1.27467 -0.54223 0.03079 0.6 -2.7 0.2
F -0.51225 -0.81367 -1.24653 -1.8 1.1 3.2
F -1.22313 -1.87570 0.74595 0.1 3.6 -2.0
C -2.85587 -0.24589 -0.23236 -0.5 -3.3 -0.5
F -3.61201 -1.51773 0.09083 2.2 3.4 -1.1
F -3.48106 0.78204 0.63115 5.5 -4.9 -1.2
C -3.28308 0.09769 -1.77656 -2.9 -1.1 0.0
F -4.79340 0.19390 -1.75334 5.0 -0.5 -0.6
F -3.01759 -1.03278 -2.74420 -0.4 3.6 2.8
C -2.77229 1.53905 -2.35813 -1.3 2.5 -2.8
F -3.47024 1.70329 -3.69034 2.5 -0.5 4.2
F -3.25504 2.72472 -1.55473 2.8 -4.4 -3.2
F -1.32051 1.61019 -2.68061 -4.6 -0.1 1.5
H 2.29072 -4.09677 -1.69243 -1.0 2.2 0.9
H 0.77430 -2.97956 -1.74574 2.1 0.2 1.0
H 2.59775 -2.24224 -1.56306 -1.9 -1.7 0.7
H 2.44459 -4.22817 0.63276 -1.5 2.1 -0.3
H 0.68595 -3.57602 0.79771 2.0 0.9 -0.9
H 3.09278 -1.43572 0.45258 -1.6 -0.5 1.7
H 3.16389 -2.48737 2.00844 -1.5 1.2 -1.6
H 0.66671 -1.68856 2.44688 0.6 0.6 -0.9
H 1.21257 1.49831 -1.17395 1.3 -1.1 1.3
H 1.96800 -0.23631 -0.98845 0.0 2.2 0.5
H 4.34666 1.40273 -0.57318 -1.6 0.1 -1.6
H 3.38113 2.53019 -1.78207 0.2 -2.2 0.9
H 3.79273 0.72853 -2.27998 -0.7 1.5 1.9
H -0.94155 2.86373 -0.49273 0.9 -0.9 0.3
H 0.56271 3.07024 1.26301 -0.3 -1.4 -0.8
H -2.54457 3.51980 1.16261 0.7 -1.3 1.0
Br -4.99340 2.04660 0.57993 -5.9 4.9 0.9
```
Positions in Å, forces in eV/Å.

Entry 5:
Molecular formula: C2H2Cl3NO2
Method: DFT, ωB97M-V with the def2-TZVPD basis set

Summary:
* 2S+1: 1
* E_LUMO (alpha / beta): -1.70 / -2.04 eV
* E_HOMO (alpha / beta): -9.60 / -9.06 eV
* orbital gap (alpha / beta): 7.907 / 7.023 eV
* energy relative to the best compared isomer or geometry (same formula, charge and spin): 276.8 kJ/mol

```
10
Properties=species:S:1:pos:R:3:forces:R:3
C 1.03198 0.04056 -0.16106 0.5 -0.1 0.1
C -2.64273 -0.08779 0.00589 1.0 -0.1 0.2
N 2.36735 0.00734 0.16976 0.4 -0.1 0.0
O 0.56074 -1.10613 -0.52413 0.0 -0.9 -0.2
O 0.39185 1.06901 -0.06134 -0.7 0.9 0.1
Cl -2.79505 1.57327 -0.27929 -0.1 -0.4 -0.1
Cl -3.13105 -0.63545 1.55323 -0.1 0.1 -0.4
Cl -1.54216 -0.96711 -0.81804 -0.8 0.6 0.3
H 2.91893 -0.78564 -0.10738 -0.1 0.0 0.0
H 2.84013 0.89194 0.22234 -0.1 0.1 0.0
```
Positions in Å, forces in eV/Å.

Entry 6:
Molecular formula: C15H58N10O14
Method: DFT, ωB97M-V with the def2-TZVPD basis set

Summary:
* 2S+1: 1
* E_LUMO: -0.73 eV
* E_HOMO: -7.81 eV
* orbital gap: 7.077 eV
* energy relative to the best compared isomer or geometry (same formula, charge and spin): 320.8 kJ/mol

```
97
Properties=species:S:1:pos:R:3:forces:R:3
C 15.33619 19.15766 -7.76103 -0.1 -1.1 -1.4
C 14.97243 18.85465 -6.31958 1.3 -0.3 0.6
O 13.86015 17.99090 -6.25029 -1.0 -0.2 -0.1
H 15.59437 18.20146 -8.35477 -0.3 1.4 1.0
H 16.17577 19.83932 -7.81111 0.6 -0.1 0.2
H 14.58895 19.69715 -8.35626 -0.4 -0.3 0.4
H 14.73171 19.81193 -5.77158 0.6 -1.0 -0.4
H 15.86559 18.24832 -5.89700 -1.1 1.6 -0.1
H 13.50751 17.97413 -5.34230 0.4 0.1 -0.4
C 16.42027 16.54907 -2.93866 3.5 4.6 -3.7
O 17.29461 17.42300 -3.54822 -4.3 -5.1 2.8
N 15.60895 15.75431 -3.57998 -2.0 -1.7 -4.1
N 16.28955 16.54164 -1.65980 0.5 0.5 5.1
H 15.63382 15.86566 -4.63384 -0.3 -0.3 1.9
H 14.78565 15.24793 -3.17114 1.6 1.0 -0.6
H 16.90494 17.18016 -1.12688 -0.7 -0.5 -0.6
H 15.59360 16.06569 -1.06004 0.8 0.2 -1.4
C 14.91245 24.45004 -2.99074 -3.8 4.5 -8.0
O 14.50124 24.99795 -4.18925 1.9 -2.2 4.3
N 15.16848 23.19753 -2.90098 1.6 -5.4 -0.8
N 14.80669 25.13745 -1.92051 -0.3 4.4 4.6
H 15.39886 22.68385 -3.82484 -0.1 1.3 2.0
H 15.44984 22.80347 -1.96460 -0.1 0.4 -2.1
H 14.56289 26.20728 -1.98763 0.7 -3.3 -0.2
H 15.08420 24.67550 -0.92616 -0.8 1.6 -3.0
C 18.10906 19.13796 -0.84048 1.8 5.5 -3.5
O 17.74871 20.32979 -1.34240 1.4 -5.0 2.1
N 17.44920 18.42064 -0.02260 -6.1 -1.7 4.3
N 19.25119 18.51177 -1.07136 5.4 1.6 -2.7
H 16.42997 18.78433 0.12447 2.3 -0.9 0.5
H 17.86466 17.67690 0.58461 -0.5 1.5 -1.0
H 20.06036 19.07231 -1.54599 -2.4 -1.7 0.9
H 19.41919 17.50106 -0.95771 -0.4 1.2 -0.2
C 19.52965 19.42020 -4.69985 1.5 -11.2 1.4
O 20.08167 18.13453 -4.65948 -2.0 5.7 -0.1
N 20.13400 20.42585 -5.04529 7.0 6.2 -3.1
N 18.34466 19.67440 -4.35134 -6.4 -1.9 2.1
H 21.14094 20.35866 -5.18404 -0.6 0.4 -0.1
H 19.65258 21.29528 -4.99949 0.5 0.7 -0.1
H 17.88873 18.74859 -3.98708 0.0 2.5 -0.6
H 17.90876 20.61989 -4.38852 0.5 -1.6 0.4
C 16.52974 23.31634 0.01189 8.1 0.2 -0.2
O 17.84866 23.58328 0.00489 -6.5 -0.7 0.4
N 15.57172 24.18918 0.30129 -3.2 2.1 3.9
N 16.03719 22.20597 -0.44437 -2.3 -3.4 -0.3
H 15.86290 25.07913 0.65738 0.6 0.3 0.3
H 14.65609 23.91908 0.78543 2.0 0.0 -1.0
H 16.60148 21.39297 -0.69162 1.0 -0.2 -0.2
H 15.02370 21.93275 -0.39963 1.3 0.9 0.1
C 11.49978 23.09320 -3.54857 0.8 1.9 -0.9
O 12.44630 22.07942 -3.31247 -1.1 -1.0 -0.1
H 10.85707 23.07627 -4.43220 0.2 -1.1 -0.2
H 12.05716 24.02633 -3.71957 -0.2 0.1 0.4
H 10.84478 23.21324 -2.72343 -0.6 0.1 1.1
H 13.30990 22.47955 -3.36696 0.8 0.3 0.0
C 12.00563 16.62413 -3.82594 -0.9 -2.0 -0.5
O 11.85063 16.17694 -5.20488 -0.3 1.0 1.0
H 12.93721 16.36365 -3.33487 0.2 -0.6 -0.6
H 11.16238 16.18401 -3.30951 0.0 -0.2 0.8
H 11.95683 17.65045 -3.67626 -0.2 2.2 -0.3
H 10.94251 16.48902 -5.41869 1.0 -0.4 -0.1
C 12.43561 18.24153 -0.19784 -1.5 0.0 0.3
O 13.54032 17.56397 -0.73155 0.8 1.2 -0.2
H 11.76380 17.52195 0.13292 -1.6 -1.7 0.5
H 11.88762 18.72953 -0.98305 0.3 0.7 -0.4
H 12.46650 18.83895 0.72599 1.3 0.4 -0.5
H 13.67356 16.79470 -0.20547 0.3 -0.9 0.5
C 11.71125 21.34283 0.47412 0.0 0.1 0.9
O 12.68266 21.34613 -0.57888 -1.0 1.1 1.0
H 11.15754 22.26840 0.80675 1.0 -0.3 -1.0
H 12.20151 20.97248 1.36076 0.1 -0.1 0.3
H 10.94564 20.64560 0.20879 -0.7 -0.6 -0.1
H 12.16537 21.75850 -1.27950 0.8 -0.1 -1.2
C 14.94459 19.88337 -2.99853 2.9 -1.0 0.7
O 13.99858 18.89964 -3.18257 -2.2 -1.1 -1.1
H 14.57292 20.48462 -2.18428 0.5 0.8 0.3
H 15.19376 20.49245 -3.89348 -0.5 -0.6 0.5
H 15.85685 19.22993 -2.70974 -0.6 2.1 -0.3
H 13.87775 18.53778 -2.29754 -0.1 -0.4 -0.4
C 14.85153 20.42090 1.63870 -1.0 0.6 1.7
O 15.17889 19.60368 0.58240 0.7 -0.5 0.0
H 14.41068 21.29836 1.27390 -1.3 1.2 -0.6
H 15.65134 20.87828 2.18315 1.4 -0.7 0.1
H 14.16672 20.00452 2.39734 0.2 -0.3 -0.4
H 14.40336 19.25869 0.15751 -0.6 -0.1 -0.4
C 11.67215 20.59799 -6.05789 0.4 -1.1 1.5
O 12.32980 20.31279 -7.26717 -0.7 -0.6 -0.1
H 10.67266 20.13919 -5.85783 0.0 1.0 -1.1
H 11.83522 21.62420 -5.78545 -0.9 0.6 -0.4
H 12.17436 20.13066 -5.21832 0.8 -0.4 0.3
H 12.44019 19.34596 -7.24809 0.4 0.3 -0.3
C 14.68658 22.48848 -6.32262 -1.1 2.3 -2.3
O 15.84156 22.45209 -5.56216 -1.8 0.5 3.0
H 14.75017 21.82483 -7.17987 -0.3 -0.5 0.2
H 14.51784 23.51240 -6.78414 0.5 -0.8 0.6
H 13.78612 22.37492 -5.74344 0.0 -0.7 0.5
H 16.52975 22.21744 -6.09606 2.9 -0.9 -2.1
```
Positions in Å, forces in eV/Å.